<1>
Here is a single C3H3FOS molecule from the OMol25 dataset. Energies are from wB97M-V/def2-TZVPD.

XYZ file:
```
9
C3H3FOS, DFT wB97M-V/def2-TZVPD
O 1.9407 0.9211 -0.0153
C 1.0397 0.1538 -0.0576
S 1.1231 -1.6598 -0.0790
C -0.3845 0.7907 0.0190
C -1.5413 0.0795 -0.0658
F -1.6114 -1.2237 0.0301
H 2.4061 -1.5777 0.4359
H -0.4888 1.9092 -0.1044
H -2.4837 0.6070 -0.1629
```

The HOMO energy is -10.069 eV. Its SMILES is O=C(S)/C=C\F. The lowest unoccupied orbital energy comes out at 0.014 hartree. Its net charge is 0. Its gap between HOMO and LUMO is 10.458 eV.

These are the Mulliken partial charges, in e, on atoms 1 to 8: O -0.4603; C 0.4919; S -0.2182; C -0.3565; C 0.0122; F -0.2129; H 0.1652; H 0.2555

<2>
Here is a single C3H3FOS molecule from the OMol25 dataset. Energies are from wB97M-V/def2-TZVPD.

XYZ file:
```
9
C3H3FOS, DFT wB97M-V/def2-TZVPD
C -0.8252 1.2704 0.4578
C 0.0724 0.4755 -0.1515
F 1.2483 0.9085 -0.7326
C 0.1010 -1.0474 -0.0837
O 1.2236 -1.6363 -0.5889
S -1.1950 -1.9442 0.3571
H -1.6577 0.6573 0.8626
H -0.9860 2.3626 0.4447
H 2.0186 -1.0463 -0.5654
```

The HOMO energy is -9.184 eV. Its SMILES is C=C(F)C(O)=S. The lowest unoccupied orbital energy comes out at -0.025 hartree. Its net charge is 0. Its gap between HOMO and LUMO is 8.503 eV.

These are the Mulliken partial charges, in e, on atoms 1 to 8: C -0.6412; C 0.5412; F -0.2822; C 0.2640; O -0.4656; S -0.2850; H 0.1921; H 0.3110

If you had to name the least stable structure above, which would it be? It would be <2>.